The following is a DFT calculation (ωB97M-V with the def2-TZVPD basis set) of 2 unconnected molecules or ions with the total composition C4H11NO3 in a non-equilibrium geometry.

Results
Total charge: +1
Orbital gap (alpha / beta) in eV: 10.39 / 5.26
HOMO (alpha / beta) in hartree: -0.5313 / -0.5312
Energy in Ha: -439.105828
2S+1: 2

Cartesian coordinates (Å):
1 O -1.199 -1.000 -2.025
2 C -0.574 0.007 -1.858
3 C -0.411 0.644 -0.502
4 C 1.039 0.619 0.010
5 C 1.240 1.368 1.385
6 O 0.493 2.533 1.589
7 N -1.365 0.268 0.467
8 H -0.128 0.517 -2.725
9 H -0.609 1.753 -0.579
10 H 1.696 1.128 -0.691
11 H 1.366 -0.411 0.145
12 H 2.273 1.704 1.368
13 H 1.113 0.625 2.181
14 H -0.406 2.356 1.827
15 H -2.120 -0.307 0.090
16 H -1.085 0.000 1.418
17 H -0.821 -4.605 -0.716
18 H -0.406 -3.175 -0.849
19 O -0.095 -4.025 -0.534

***

The following is a DFT calculation (ωB97M-V with the def2-TZVPD basis set) of C4H6N4 in the gas phase in a non-equilibrium geometry.

Results
Orbital gap in eV: 10.04
HOMO in hartree: -0.3457
Energy in Ha: -374.987909
2S+1: 1
Structure (SMILES): [H]/N=C1/NCCN1C#N

Cartesian coordinates (Å):
1 C 2.099 -0.713 -0.041
2 C 0.351 1.173 -0.081
3 C -1.534 -0.390 -0.073
4 C -0.197 -1.277 0.044
5 N 3.181 -1.084 -0.099
6 N 0.847 2.311 -0.042
7 N -0.991 0.906 -0.136
8 N 0.857 -0.315 0.067
9 H -2.293 -0.579 -0.885
10 H -2.165 -0.541 0.787
11 H -0.203 -1.798 1.097
12 H -0.004 -1.927 -0.819
13 H 1.765 2.552 0.252
14 H -1.713 1.680 -0.070

***

The following is a DFT calculation (ωB97M-V with the def2-TZVPD basis set) of 4 unconnected molecules or ions with the total composition C20H40BNO7.

Results
Orbital gap in eV: 8.75
HOMO in hartree: -0.3432
Energy in Ha: -1392.380107
2S+1: 1
Structure (SMILES): CCCOCC1=C(B(N)O)C(=O)C=C(C)C1=O.CC(C)O.CC(C)O.CC(C)O

Cartesian coordinates (Å):
1 C -0.651 0.142 2.246
2 C -0.745 0.321 0.734
3 C -1.542 1.548 0.306
4 O -0.703 2.687 0.133
5 C -0.869 3.690 1.104
6 C 0.134 4.760 0.806
7 C 0.998 5.260 1.692
8 B 1.115 4.740 3.178
9 N 2.094 3.700 3.568
10 O 0.291 5.242 4.124
11 C 1.944 6.322 1.219
12 O 2.437 7.114 1.999
13 C 2.271 6.341 -0.232
14 C 1.410 5.853 -1.119
15 C 1.596 5.841 -2.602
16 C 0.109 5.333 -0.579
17 O -0.915 5.428 -1.214
18 H -0.108 0.973 2.707
19 H -1.642 0.094 2.703
20 H -0.113 -0.772 2.501
21 H -1.163 -0.576 0.277
22 H 0.263 0.454 0.330
23 H -2.059 1.374 -0.637
24 H -2.323 1.780 1.041
25 H -1.886 4.104 1.073
26 H -0.701 3.284 2.112
27 H 3.040 4.037 3.391
28 H 2.013 2.895 2.950
29 H 0.460 4.800 4.964
30 H 3.217 6.782 -0.526
31 H 1.063 6.671 -3.068
32 H 1.203 4.918 -3.027
33 H 2.655 5.916 -2.849
34 C 2.188 -3.997 0.322
35 C 1.029 -3.569 1.206
36 C 0.445 -4.740 1.980
37 O 0.019 -2.916 0.436
38 H 1.850 -4.731 -0.415
39 H 2.598 -3.141 -0.215
40 H 2.984 -4.454 0.911
41 H 1.369 -2.805 1.909
42 H 0.067 -5.495 1.286
43 H -0.380 -4.408 2.610
44 H 1.200 -5.211 2.610
45 H -0.316 -3.552 -0.207
46 C -5.642 0.467 -2.292
47 C -5.742 1.245 -0.990
48 C -7.066 1.981 -0.865
49 O -4.644 2.145 -0.851
50 H -5.709 1.149 -3.144
51 H -4.689 -0.059 -2.351
52 H -6.449 -0.262 -2.379
53 H -5.632 0.556 -0.150
54 H -7.172 2.704 -1.679
55 H -7.115 2.521 0.079
56 H -7.908 1.289 -0.917
57 H -4.686 2.784 -1.571
58 C 3.742 -7.785 -3.299
59 C 3.529 -6.959 -2.041
60 C 4.712 -7.049 -1.091
61 O 2.323 -7.349 -1.381
62 H 3.863 -8.841 -3.040
63 H 2.885 -7.694 -3.965
64 H 4.637 -7.465 -3.835
65 H 3.368 -5.915 -2.316
66 H 4.861 -8.085 -0.772
67 H 4.534 -6.442 -0.203
68 H 5.631 -6.707 -1.569
69 H 2.424 -8.270 -1.117

***

The following is a DFT calculation (ωB97M-V with the def2-TZVPD basis set) of a gas-phase ion, C3H5N2 (charge +1) in a non-equilibrium geometry.

Results
Total charge: +1
Orbital gap (alpha / beta) in eV: 7.76 / 7.76
HOMO (alpha / beta) in hartree: -0.5570 / -0.5571
Energy in Ha: -226.332262
2S+1: 1
Structure (SMILES): C1#[N+]NCC1

Cartesian coordinates (Å):
1 C 0.382 -1.553 0.544
2 C 0.573 -0.681 -0.608
3 C -0.133 0.695 -0.351
4 N -0.655 -0.709 1.502
5 N -0.810 0.400 0.961
6 H 1.652 -0.572 -0.536
7 H 0.503 -1.166 -1.513
8 H 0.703 1.308 -0.143
9 H -0.688 1.125 -1.204
10 H -1.526 1.154 1.347

***

- energy of number 4 (C3H5N2)?
  -226.332262 Ha